No. 1
The following is a DFT calculation (ωB97M-V with the def2-TZVPD basis set) of a 2-piece molecular cluster, C2H7OS overall.

Last columns: bonded neighbours and bond lengths (Å).
Positions of all 11 atoms, in Å:
1 S -0.469 -1.815 -2.437  H2 1.343
2 H -1.289 -1.852 -1.374  S1 1.343
3 C -0.273 0.706 0.171  O4 1.396, C5 1.509, H6 1.100, H7 1.102
4 O 0.450 0.826 -1.017  C3 1.396, H8 0.999
5 C 0.595 0.160 1.278  C3 1.509, H9 1.090, H10 1.084, H11 1.102
6 H -0.699 1.671 0.481  C3 1.100
7 H -1.094 -0.010 0.003  C3 1.102
8 H 0.070 0.176 -1.674  O4 0.999
9 H 0.130 -0.027 2.246  C5 1.090
10 H 1.147 -0.700 0.916  C5 1.084
11 H 1.432 0.865 1.408  C5 1.102

Computed properties:
Gap between HOMO and LUMO = 7.067 eV
Net charge = -1
Total energy = -15071.211 eV
Molecular weight = 79.144 u
ΔE to the lowest compared entry with this formula, charge and spin = 0.195 eV

Atomic charges from the Löwdin analysis, expressed in e, are listed below: S -0.156; H -0.436; C -0.402; O -0.174; C -0.114; H 0.096; H 0.080; H -0.084; H 0.060; H 0.066; H 0.064


No. 2
The following is a DFT calculation (ωB97M-V with the def2-TZVPD basis set) of a 2-piece molecular cluster, C2H7OS overall.

Last columns: bonded neighbours and bond lengths (Å).
Positions of all 11 atoms, in Å:
1 C 1.270 -0.026 -0.471  S2 1.819, H3 1.085, H4 1.085, H5 1.096
2 S 1.319 -0.402 1.309  C1 1.819, H6 1.336
3 H 1.138 -0.911 -1.084  C1 1.085
4 H 2.189 0.494 -0.719  C1 1.085
5 H 0.410 0.619 -0.684  C1 1.096
6 H -0.002 -0.566 1.434  S2 1.336
7 C -2.227 0.313 -0.560  O8 1.343, H9 1.134, H10 1.118, H11 1.127
8 O -1.479 0.534 -1.654  C7 1.343
9 H -1.640 0.210 0.405  C7 1.134
10 H -2.856 -0.611 -0.596  C7 1.118
11 H -2.950 1.136 -0.299  C7 1.127

Computed properties:
Gap between HOMO and LUMO = 5.804 eV
Net charge = -1
Total energy = -15069.422 eV
Molecular weight = 79.144 u
ΔE to the lowest compared entry with this formula, charge and spin = 1.984 eV

Atomic charges from the Löwdin analysis, expressed in e, are listed below: C -0.498; S 0.553; H 0.023; H 0.006; H -0.006; H -0.199; C -0.505; O -0.437; H 0.006; H 0.027; H 0.028


No. 3
The following is a DFT calculation (ωB97M-V with the def2-TZVPD basis set) of a 2-piece molecular cluster, C2H7OS overall.

Last columns: bonded neighbours and bond lengths (Å).
Positions of all 11 atoms, in Å:
1 S 1.285 -2.550 -0.101  H2 1.340
2 H 1.701 -3.044 -1.274  S1 1.340
3 C 0.200 0.812 0.384  O4 1.409, C5 1.526, H6 1.118, H7 1.092
4 O 1.043 0.322 -0.632  C3 1.409, H8 1.049
5 C -1.286 0.825 0.037  C3 1.526, H9 1.092, H10 1.096, H11 1.093
6 H 0.236 0.078 1.228  C3 1.118
7 H 0.625 1.713 0.831  C3 1.092
8 H 1.133 -0.692 -0.375  O4 1.049
9 H -1.673 -0.193 -0.043  C5 1.092
10 H -1.802 1.362 0.841  C5 1.096
11 H -1.464 1.367 -0.896  C5 1.093

Computed properties:
Gap between HOMO and LUMO = 7.336 eV
Net charge = -1
Total energy = -15071.066 eV
Molecular weight = 79.144 u
ΔE to the lowest compared entry with this formula, charge and spin = 0.340 eV

Atomic charges from the Löwdin analysis, expressed in e, are listed below: S -0.040; H -0.405; C -0.410; O -0.233; C -0.114; H 0.091; H 0.089; H -0.158; H 0.066; H 0.056; H 0.058


No. 4
The following is a DFT calculation (ωB97M-V with the def2-TZVPD basis set) of a 3-piece molecular cluster, C2H7OS2 overall.

Last columns: bonded neighbours and bond lengths (Å).
Positions of all 12 atoms, in Å:
1 C -1.755 -0.692 0.889  O2 1.214, H3 1.076, H5 1.111
2 O -2.708 -1.413 1.102  C1 1.214
3 H -0.921 -0.719 1.569  C1 1.076
4 H -3.194 1.526 -2.543  H12 0.757
5 H -1.748 -0.088 -0.044  C1 1.111
6 C 2.518 -0.569 0.312  S7 1.802, H9 1.101, H10 1.111, H11 1.090
7 S 1.442 0.231 -0.893  C6 1.802, S8 2.023
8 S 1.014 1.959 0.067  S7 2.023
9 H 3.405 -0.038 0.691  C6 1.101
10 H 2.948 -1.486 -0.144  C6 1.111
11 H 1.971 -0.879 1.202  C6 1.090
12 H -2.974 2.168 -2.207  H4 0.757

Computed properties:
Gap between HOMO and LUMO = 5.984 eV
Net charge = -1
Total energy = -25905.176 eV
Molecular weight = 111.211 u
ΔE to the lowest compared entry with this formula, charge and spin = 1.719 eV

Atomic charges from the Löwdin analysis, expressed in e, are listed below: C -0.151; O -0.066; H 0.058; H 0.003; H 0.060; C -0.611; S 0.028; S -0.350; H 0.016; H 0.009; H -0.004; H 0.008


No. 5
The following is a DFT calculation (ωB97M-V with the def2-TZVPD basis set) of a 3-piece molecular cluster, C2H7OS2 overall.

Last columns: bonded neighbours and bond lengths (Å).
Positions of all 12 atoms, in Å:
1 C 1.229 0.341 0.384  O2 1.248, H3 1.183, H5 1.121
2 O 2.452 0.567 0.495  C1 1.248
3 H 0.899 -0.772 0.611  C1 1.183
4 H 3.752 1.307 3.028  H12 0.735
5 H 0.346 1.021 0.267  C1 1.121
6 C -1.904 -0.290 -1.850  S7 1.867, H9 1.114, H10 1.077, H11 1.063
7 S -1.678 -1.009 -0.142  C6 1.867, S8 2.082
8 S -3.122 -2.509 -0.085  S7 2.082
9 H -2.988 -0.052 -1.944  C6 1.114
10 H -1.323 0.617 -1.821  C6 1.077
11 H -1.522 -1.100 -2.422  C6 1.063
12 H 3.858 1.879 3.478  H4 0.735

Computed properties:
Gap between HOMO and LUMO = 5.879 eV
Net charge = -1
Total energy = -25904.642 eV
Molecular weight = 111.211 u
ΔE to the lowest compared entry with this formula, charge and spin = 2.252 eV

Atomic charges from the Löwdin analysis, expressed in e, are listed below: C -0.160; O -0.112; H 0.054; H 0.005; H 0.058; C -0.495; S 0.019; S -0.365; H 0.017; H -0.015; H -0.017; H 0.010


No. 6
The following is a DFT calculation (ωB97M-V with the def2-TZVPD basis set) of a 2-piece molecular cluster, C2H7OS2 overall.

Last columns: bonded neighbours and bond lengths (Å).
Positions of all 12 atoms, in Å:
1 C 0.163 -0.801 1.212  S2 1.814, H4 1.089, H5 1.179, H6 1.097
2 S 0.022 0.978 1.537  C1 1.814, S3 2.029
3 S 1.680 1.642 0.576  S2 2.029, H7 1.335
4 H 1.188 -0.993 0.902  C1 1.089
5 H -0.553 -1.053 0.309  C1 1.179
6 H -0.040 -1.338 2.147  C1 1.097
7 H 2.511 1.672 1.621  S3 1.335
8 C -0.997 -0.029 -1.652  O9 1.347, H10 1.135, H11 1.134, H12 1.111
9 O -1.331 -1.194 -1.064  C8 1.347
10 H -1.685 0.829 -1.374  C8 1.135
11 H 0.053 0.352 -1.453  C8 1.134
12 H -1.012 -0.066 -2.762  C8 1.111

Computed properties:
Gap between HOMO and LUMO (alpha / beta) = 9.673 / 7.297 eV
Total energy = -25902.516 eV
Multiplicity = 2
Molecular weight = 111.211 u
ΔE to the lowest compared entry with this formula, charge and spin = 0.643 eV

Atomic charges from the Löwdin analysis, expressed in e, are listed below: C -0.459; S 0.372; S 0.305; H 0.019; H 0.011; H 0.035; H -0.198; C -0.262; O -0.094; H 0.093; H 0.072; H 0.104


No. 7
The following is a DFT calculation (ωB97M-V with the def2-TZVPD basis set) of an isolated ion of composition C2H7OSi and charge +1.

Last columns: bonded neighbours and bond lengths (Å).
Positions of all 11 atoms, in Å:
1 C -2.133 0.179 0.129  O3 1.215, H5 1.095, H6 1.095
2 C 1.637 0.621 -0.132  Si4 1.885, H7 1.091, H8 1.088, H9 1.091
3 O -1.059 -0.042 -0.395  C1 1.215, Si4 1.816
4 Si 0.504 -0.881 -0.007  C2 1.885, O3 1.816, H10 1.456, H11 1.458
5 H -2.894 0.753 -0.409  C1 1.095
6 H -2.384 -0.179 1.133  C1 1.095
7 H 1.444 1.354 0.653  C2 1.091
8 H 2.677 0.315 -0.038  C2 1.088
9 H 1.531 1.126 -1.093  C2 1.091
10 H 0.390 -1.775 -1.150  Si4 1.456
11 H 0.287 -1.471 1.309  Si4 1.458

Computed properties:
Gap between HOMO and LUMO = 10.733 eV
Net charge = +1
Total energy = -12104.761 eV
Molecular weight = 75.163 u
ΔE to the lowest compared entry with this formula, charge and spin = 0.000 eV

Atomic charges from the Löwdin analysis, expressed in e, are listed below: C 0.119; C -0.194; O -0.115; Si 0.797; H 0.141; H 0.134; H 0.045; H 0.041; H 0.048; H -0.004; H -0.013


No. 8
The following is a DFT calculation (ωB97M-V with the def2-TZVPD basis set) of a 2-piece molecular cluster, C2H7PS overall.

Last columns: bonded neighbours and bond lengths (Å).
Positions of all 11 atoms, in Å:
1 C 0.801 -0.740 -0.595  C2 1.503, H5 1.048, H6 1.034, H7 1.110
2 C 0.811 0.436 0.339  C1 1.503, S4 1.670, H8 1.056
3 P -1.251 1.582 -1.545  S4 1.995, H11 1.546
4 S -0.369 1.613 0.244  C2 1.670, P3 1.995
5 H 1.605 -1.382 -0.400  C1 1.048
6 H -0.148 -1.144 -0.516  C1 1.034
7 H 1.016 -0.667 -1.682  C1 1.110
8 H 1.344 0.174 1.213  C2 1.056
9 H -0.785 -0.953 2.143  H10 0.748
10 H -0.850 -1.635 1.843  H9 0.748
11 H -2.175 2.716 -1.043  P3 1.546

Computed properties:
Gap between HOMO and LUMO (alpha / beta) = 7.160 / 7.422 eV
Total energy = -22308.152 eV
Molecular weight = 94.119 u
ΔE to the lowest compared entry with this formula, charge and spin = 3.503 eV

Atomic charges from the Löwdin analysis, expressed in e, are listed below: C -0.231; C -0.617; P 0.315; S 0.422; H 0.050; H 0.020; H 0.081; H 0.033; H 0.036; H 0.049; H -0.157